A structure of composition C43H44AsBN5O5Tc at a distorted geometry, computed with the ωB97M-V functional and the def2-TZVPD basis.

Output
F_max: 0.0413 hartree/bohr
Net charge: +1
Energy above the lowest of the compared OMol25 structures with the same formula, charge and spin: 1.84 kcal/mol
LUMO energy (spin up / spin down): -3.870 / -4.518 eV
Multiplicity: 2

XYZ file:
```
100
Properties=species:S:1:pos:R:3:forces:R:3:mulliken_spin:R:1
Tc -0.0278 0.9882 0.6700 1.3 1.1 -1.3 0.64
C 1.5837 2.3260 5.8548 0.0 0.0 0.0 -0.02
C 0.4168 3.0036 5.5151 0.0 0.0 0.0 0.01
C 0.0228 3.0918 4.1876 0.0 0.0 0.0 -0.02
C 0.7996 2.5107 3.1834 -0.3 0.2 -0.3 0.04
C 1.9523 1.8225 3.5284 0.2 0.0 0.0 -0.02
C 2.3436 1.7277 4.8566 0.0 0.0 0.0 0.01
N 0.3850 2.5598 1.8090 -0.6 -1.1 0.5 -0.13
C -0.1935 3.7307 1.3350 0.2 0.2 0.1 0.05
C 0.1817 5.0300 1.7235 0.1 -0.3 0.1 -0.02
C -0.4576 6.1048 1.1630 -0.2 0.1 -0.2 0.02
C -1.5050 5.9335 0.2300 0.2 0.3 0.1 -0.03
C -1.8899 4.6784 -0.1547 -0.1 -0.1 -0.2 0.05
C -1.2180 3.5838 0.3919 0.1 -0.2 0.1 -0.09
N -1.4765 2.2479 0.1257 -0.3 0.1 -0.3 -0.08
N -2.5198 1.9033 -0.5430 0.2 -0.3 0.2 0.34
C -2.5666 0.5242 -0.6526 0.2 0.0 0.0 -0.02
C -3.7088 -0.0736 -1.1678 -0.3 -0.1 -0.1 0.04
C -3.7828 -1.4467 -1.1981 -0.1 -0.1 0.0 0.01
C -2.7008 -2.2039 -0.7394 -0.2 0.0 -0.2 0.03
C -1.5901 -1.5546 -0.2707 0.2 0.2 0.0 0.04
N -1.5098 -0.2088 -0.2191 -0.4 0.2 0.8 0.00
H 1.8986 2.2654 6.8914 0.0 0.0 -0.1 0.00
H -0.1891 3.4674 6.2876 0.1 -0.1 -0.1 0.00
H -0.8977 3.5997 3.9229 0.0 0.0 0.0 0.00
H 2.5611 1.3895 2.7447 -0.1 0.0 0.1 -0.01
H 3.2508 1.1900 5.1109 -0.1 0.1 0.0 0.00
H 0.9883 5.1664 2.4344 -0.1 0.0 0.0 0.00
H -0.1467 7.1050 1.4400 -0.1 0.0 0.0 0.00
H -1.9943 6.8028 -0.1941 0.0 -0.1 0.1 0.00
H -2.6835 4.5102 -0.8727 0.1 0.0 0.1 0.00
H -4.5195 0.5616 -1.5030 0.1 -0.1 0.0 0.00
H -4.6757 -1.9357 -1.5731 0.1 0.0 0.0 0.00
H -2.7238 -3.2854 -0.7562 0.0 0.1 0.0 0.00
H -0.7139 -2.1009 0.0543 -0.1 0.1 0.1 0.01
N 1.6849 -0.4104 0.7519 0.2 0.2 -0.1 0.01
C 2.9115 0.2391 0.2300 -0.4 -0.3 0.4 0.00
C 2.5297 1.2540 -0.8032 -0.6 0.4 -0.3 -0.01
O 3.3214 1.6315 -1.6272 -0.2 0.2 0.0 0.00
O 1.2732 1.6970 -0.6827 0.6 -0.2 0.4 0.07
H 1.8658 -0.9438 1.5896 0.0 0.0 0.3 0.00
H 1.3868 -1.0479 0.0029 0.0 -0.1 -0.1 0.00
H 3.6030 -0.4665 -0.2144 0.1 -0.2 0.0 0.00
H 3.4255 0.7736 1.0243 0.1 0.0 0.1 0.00
C -3.5264 -1.2698 3.5451 -0.2 -0.1 -0.1 0.00
C -2.3014 -0.4685 3.9324 0.4 0.2 -0.2 0.03
C -2.6697 0.5729 4.9730 0.0 0.0 0.1 0.00
O -1.8835 0.2754 2.7286 0.4 -0.4 0.4 -0.06
B -0.5678 -0.0536 2.4454 -0.6 0.2 0.1 0.09
O -0.0196 -0.9604 3.2958 0.0 0.1 -0.3 -0.02
C -1.0184 -1.3417 4.2940 -0.2 0.1 -0.1 0.00
C -1.2308 -2.8359 4.1472 0.0 -0.2 0.0 0.00
C -0.4221 -1.0357 5.6497 0.1 0.1 0.2 0.00
H -4.3293 -0.5758 3.2809 0.1 -0.1 0.0 0.00
H -3.8717 -1.8980 4.3729 0.0 0.1 -0.1 0.00
H -3.3289 -1.9017 2.6769 0.0 0.0 0.1 0.00
H -3.5058 1.1652 4.5946 0.1 0.0 0.0 0.00
H -1.8335 1.2469 5.1625 -0.1 -0.1 0.0 0.00
H -2.9734 0.1073 5.9167 0.0 0.1 -0.1 0.00
H -1.5736 -3.0957 3.1429 0.0 0.0 0.1 0.00
H -1.9588 -3.2022 4.8774 0.1 0.0 -0.1 0.00
H -0.2809 -3.3451 4.3247 -0.1 0.0 0.0 0.00
H -0.1136 0.0093 5.7261 -0.1 -0.1 0.0 0.00
H 0.4605 -1.6628 5.8000 -0.1 0.1 0.0 0.00
H -1.1381 -1.2573 6.4468 0.1 0.0 -0.1 0.00
O 0.8201 -0.9113 -1.6858 0.2 0.0 -0.7 0.01
As 1.1299 -1.3421 -3.2743 -0.2 -0.2 0.7 0.00
C 1.8615 -3.1133 -3.1844 0.0 -0.1 0.1 0.00
C 3.1601 -3.2120 -2.6778 -0.2 -0.2 -0.1 0.00
C 3.6984 -4.4594 -2.3975 0.0 0.0 0.0 0.00
C 2.9384 -5.6068 -2.6029 0.0 0.0 0.0 0.00
C 1.6345 -5.5071 -3.0678 0.0 0.0 0.0 0.00
C 1.0894 -4.2604 -3.3547 0.2 0.1 0.0 0.00
C 2.3261 -0.2043 -4.2202 0.1 0.2 0.0 0.00
C 3.4871 -0.6920 -4.8114 -0.1 0.1 0.0 0.00
C 4.3144 0.1792 -5.5060 0.0 0.1 0.0 0.00
C 3.9726 1.5214 -5.6206 0.0 0.0 0.0 0.00
C 2.8039 2.0023 -5.0389 0.1 0.0 0.0 0.00
C 1.9794 1.1425 -4.3342 0.2 -0.1 0.0 0.00
C -0.5330 -1.2583 -4.2224 -0.3 -0.2 0.1 0.00
C -0.9425 -2.1965 -5.1678 0.0 0.2 0.0 0.00
C -2.2135 -2.1075 -5.7230 0.0 0.0 0.0 0.00
C -3.0583 -1.0654 -5.3638 0.0 0.1 0.1 0.00
C -2.6376 -0.1102 -4.4423 0.0 -0.1 -0.1 0.00
C -1.3831 -0.2149 -3.8561 -0.1 -0.1 -0.1 0.00
H 3.7414 -2.3181 -2.4987 0.1 0.1 0.0 0.00
H 4.7100 -4.5385 -2.0192 0.0 0.0 0.0 0.00
H 3.3644 -6.5811 -2.3923 0.0 0.1 0.0 0.00
H 1.0374 -6.4024 -3.2063 0.1 0.1 0.0 0.00
H 0.0680 -4.1895 -3.7022 0.0 0.0 0.0 0.00
H 3.7478 -1.7393 -4.7444 0.0 0.0 0.0 0.00
H 5.2298 -0.1907 -5.9529 -0.1 0.0 0.0 0.00
H 4.6245 2.1975 -6.1620 -0.1 0.0 0.0 0.00
H 2.5443 3.0514 -5.1209 0.0 -0.1 0.0 0.00
H 1.0916 1.5248 -3.8502 -0.1 0.0 0.0 0.00
H -0.2733 -2.9829 -5.4909 0.0 0.0 0.0 0.00
H -2.5408 -2.8519 -6.4418 0.0 0.1 0.1 0.00
H -4.0463 -0.9945 -5.8034 0.1 0.0 0.0 0.00
H -3.2886 0.7162 -4.1788 0.0 -0.1 0.0 0.00
H -1.0663 0.5002 -3.1044 0.0 0.0 0.0 0.00
```
Forces are in eV/Å.

=====

A structure of composition C43H44BCrN6O3P2S4 at a distorted geometry, computed with the ωB97M-V functional and the def2-TZVPD basis.

Output
F_max: 0.0477 hartree/bohr
LUMO energy (spin up / spin down): -0.019 / -0.430 eV
Multiplicity: 2

XYZ file:
```
104
Properties=species:S:1:pos:R:3:forces:R:3:mulliken_spin:R:1
Cr 0.7885 0.0918 -0.0707 -0.5 -0.9 -0.8 0.83
C -0.2666 3.0903 -2.0713 0.1 0.0 0.1 0.01
C 0.4693 3.2265 -0.7777 0.0 0.1 -0.2 -0.01
C 0.8044 4.4381 -0.1547 -0.2 0.0 -0.1 0.00
C 1.5064 4.0898 0.9792 0.0 0.0 0.1 0.00
C 2.0963 4.9732 2.0332 0.0 -0.1 -0.1 0.00
N 1.5757 2.7501 1.0114 0.2 -0.2 0.2 0.01
N 0.9388 2.2023 -0.0619 0.1 0.2 0.0 -0.01
B 2.3132 1.8585 2.0323 0.0 -0.1 0.0 -0.07
N 1.2640 0.9873 2.7596 0.2 0.1 -0.2 -0.01
N 0.4708 0.1872 2.0065 0.0 0.0 0.0 0.00
C -0.3663 -0.4295 2.8422 -0.1 -0.1 0.0 0.01
C -1.4030 -1.4083 2.3795 0.1 0.1 0.0 -0.01
C -0.1001 -0.0158 4.1569 -0.1 -0.1 -0.1 0.00
C 0.9462 0.8837 4.0571 0.0 0.0 0.0 0.00
C 1.6540 1.6420 5.1332 0.0 0.0 0.0 0.00
N 3.2880 0.9351 1.2680 -0.4 0.2 0.1 0.03
N 2.8592 0.1710 0.2172 0.2 0.2 0.4 -0.03
C 3.9500 -0.4172 -0.2871 0.1 -0.1 -0.1 0.02
C 3.9822 -1.3208 -1.4757 -0.1 0.0 0.1 0.00
C 5.0744 -0.0368 0.4565 0.0 -0.1 -0.1 0.00
C 4.6112 0.8191 1.4324 0.1 0.0 0.1 0.01
C 5.3656 1.4959 2.5323 0.0 0.0 -0.1 0.00
H -0.1636 4.0137 -2.6419 0.0 0.0 0.0 0.00
H 0.1183 2.2695 -2.6710 0.0 0.0 0.0 0.00
H -1.3287 2.9161 -1.9073 -0.1 0.0 0.0 0.00
H 0.5645 5.4360 -0.4938 0.0 -0.1 0.0 0.00
H 1.8447 6.0097 1.8133 0.0 0.0 0.0 0.00
H 1.7068 4.7269 3.0230 0.0 0.0 -0.1 0.00
H 3.1835 4.8829 2.0736 0.0 0.0 0.0 0.00
H 2.9144 2.5407 2.8171 -0.1 -0.1 -0.1 0.00
H -1.5279 -1.3622 1.2971 0.1 0.0 0.1 0.00
H -1.1143 -2.4306 2.6350 0.0 0.0 0.0 0.00
H -2.3608 -1.2065 2.8693 0.1 0.0 0.0 0.00
H -0.6046 -0.3322 5.0587 0.1 0.0 -0.1 0.00
H 1.2061 1.4040 6.0964 0.0 0.0 0.0 0.00
H 2.7129 1.3820 5.1741 0.0 0.0 0.0 0.00
H 1.5850 2.7195 4.9760 0.0 0.0 0.0 0.00
H 3.6108 -0.8164 -2.3656 -0.1 0.0 0.0 0.00
H 5.0110 -1.6322 -1.6538 0.0 0.0 0.0 0.00
H 3.3753 -2.2128 -1.3175 -0.1 0.0 0.0 0.00
H 6.0933 -0.3525 0.2917 -0.1 0.0 0.0 0.00
H 6.4111 1.1966 2.4847 0.0 0.0 0.0 0.00
H 5.3133 2.5827 2.4524 0.0 0.0 0.0 0.00
H 4.9724 1.2150 3.5108 0.0 0.0 0.0 0.00
O -0.0010 -5.1606 -4.4340 0.0 -0.1 -0.1 0.00
C 0.1954 -4.2561 -3.6712 0.0 0.1 0.1 0.00
S 0.3359 -4.4575 -1.9135 0.0 0.0 -0.2 0.00
C 0.5858 -2.7725 -1.5220 -0.2 0.8 -2.3 0.01
C 0.5897 -1.8773 -2.5948 -0.1 -2.0 1.3 0.02
S 0.8153 -0.2182 -2.4352 0.6 1.1 0.8 0.06
S 0.3724 -2.5611 -4.1849 -0.1 -0.2 0.0 0.00
S 0.7921 -2.3141 0.0731 0.2 1.5 0.9 0.07
O -1.3934 0.6209 -0.2749 1.0 -0.5 0.1 0.03
P -2.8283 0.8326 -0.5627 -0.7 0.0 0.0 -0.01
C -3.9112 -0.4218 0.1993 0.1 -0.1 0.0 0.00
P -3.6183 -2.0692 -0.5402 0.6 0.0 -0.3 0.00
O -2.2385 -2.2243 -1.0771 -0.5 0.1 0.1 0.00
C -4.8563 -2.2931 -1.8297 -0.1 -0.2 -0.1 0.00
C -4.3770 -2.6265 -3.0949 -0.1 0.0 0.0 0.00
C -5.2740 -2.8919 -4.1254 0.0 0.0 0.1 0.00
C -6.6411 -2.8288 -3.8898 0.1 0.0 0.0 0.00
C -7.1197 -2.5057 -2.6244 0.0 0.0 0.0 0.00
C -6.2303 -2.2426 -1.5955 0.1 0.1 0.0 0.00
C -3.9869 -3.2383 0.7800 0.0 0.0 0.1 0.00
C -3.2044 -4.3907 0.8272 0.0 0.0 0.0 0.00
C -3.3823 -5.3050 1.8575 0.0 0.0 0.0 0.00
C -4.3303 -5.0654 2.8441 0.0 0.0 0.0 0.00
C -5.1126 -3.9173 2.7997 0.0 0.0 0.0 0.00
C -4.9418 -3.0037 1.7688 0.0 -0.1 0.0 0.00
C -3.3742 0.8163 -2.2745 0.1 0.1 -0.1 0.00
C -4.7222 1.0366 -2.5748 0.0 0.0 -0.1 0.00
C -5.1672 0.9247 -3.8826 0.1 0.0 0.0 0.00
C -4.2716 0.5847 -4.8937 0.0 0.0 0.1 0.00
C -2.9337 0.3707 -4.5976 0.0 0.0 0.0 0.00
C -2.4826 0.4849 -3.2888 0.1 0.0 0.1 0.00
C -3.3473 2.3875 0.1930 -0.1 0.1 0.0 0.00
C -3.1486 2.4966 1.5727 0.0 0.0 -0.1 0.00
C -3.4859 3.6653 2.2357 0.0 0.0 0.0 0.00
C -4.0209 4.7347 1.5262 0.0 0.0 0.0 0.00
C -4.1913 4.6443 0.1522 0.0 0.0 0.0 0.00
C -3.8539 3.4734 -0.5173 0.0 0.0 0.1 0.00
H -4.9573 -0.1327 0.0759 0.0 0.1 0.1 0.00
H -3.6540 -0.4646 1.2584 -0.1 0.0 0.0 0.00
H -3.3042 -2.6726 -3.2583 -0.1 0.0 0.0 0.00
H -4.8996 -3.1542 -5.1077 0.0 0.0 0.0 0.00
H -7.3397 -3.0399 -4.6912 0.0 0.0 0.0 0.00
H -8.1870 -2.4690 -2.4410 0.0 0.0 0.0 0.00
H -6.6101 -2.0037 -0.6058 0.0 0.0 -0.1 0.00
H -2.4432 -4.5464 0.0690 0.0 0.0 0.0 0.00
H -2.7713 -6.1992 1.8955 0.0 0.1 0.0 0.00
H -4.4586 -5.7726 3.6549 0.0 0.0 0.0 0.00
H -5.8467 -3.7292 3.5739 0.0 0.0 0.0 0.00
H -5.5481 -2.1035 1.7450 0.0 0.0 0.0 0.00
H -5.4271 1.3003 -1.7928 0.0 0.0 0.0 0.00
H -6.2105 1.0975 -4.1144 0.0 0.0 0.0 0.00
H -4.6259 0.4804 -5.9134 0.0 0.0 0.1 0.00
H -2.2360 0.1001 -5.3821 0.0 0.0 0.1 0.00
H -1.4408 0.2961 -3.0453 -0.2 0.0 0.0 0.00
H -2.7113 1.6661 2.1205 0.0 0.1 0.0 0.00
H -3.3251 3.7477 3.3038 0.0 0.0 0.0 0.00
H -4.2972 5.6446 2.0466 0.0 0.0 0.0 0.00
H -4.5817 5.4886 -0.4035 0.0 0.0 0.0 0.00
H -3.9815 3.4115 -1.5909 0.0 0.0 0.0 0.00
```
Forces are in eV/Å.